No. 1
Entry from the OMol25 dataset: a cluster of 6 separate species, C11H36BO6PS in total (ωB97M-V/def2-TZVPD).

Geometry as XYZ:
```
56
Properties=species:S:1:pos:R:3:forces:R:3
C 0.6035 7.6499 -2.2606 -0.2 0.6 -0.3
B 1.6016 7.2806 -0.9876 -2.0 1.5 0.5
O 1.5078 7.9652 0.3172 -1.1 -2.3 -1.9
P 3.0150 5.9404 -1.1306 1.7 0.2 0.1
S 2.1998 3.9570 -1.2390 -0.2 0.1 -1.9
H -0.5080 7.8666 -1.9427 2.1 -0.4 -0.6
H 0.6216 6.8643 -3.1283 -0.1 1.4 1.8
H 1.0158 8.6640 -2.7313 -0.8 -2.0 1.0
H 0.6051 7.8644 0.7412 1.4 0.6 -1.0
H 3.6357 6.2459 -2.4261 -0.8 -0.5 0.7
H 2.0024 3.6954 -2.6296 0.1 0.6 1.7
C 5.0034 0.3079 -0.9517 0.3 0.0 0.0
C 3.7865 -0.3398 -1.5795 0.1 0.3 0.2
O 2.7236 -0.3885 -0.6392 -0.2 0.2 0.1
H 5.3231 -0.2514 -0.0664 0.0 0.0 -0.2
H 5.8336 0.3490 -1.6625 0.0 0.1 0.1
H 4.7728 1.3253 -0.6195 0.0 0.0 -0.1
H 4.0150 -1.3636 -1.8900 -0.2 0.1 0.1
H 3.4529 0.2211 -2.4580 0.2 -0.1 -0.1
H 2.5228 0.5261 -0.3762 0.1 -0.4 -0.1
C 0.0100 -3.0616 0.4692 0.1 -0.2 -0.1
C -0.0233 -1.5480 0.5142 0.4 -0.4 0.1
O -0.8124 -1.1127 1.6115 -0.3 0.3 0.6
H -1.0030 -3.4662 0.3750 0.1 0.1 -0.1
H 0.6109 -3.4135 -0.3742 -0.1 0.0 0.1
H 0.4302 -3.4676 1.3952 0.1 0.2 -0.2
H -0.4639 -1.1472 -0.4035 0.0 0.1 0.2
H 0.9849 -1.1363 0.6214 -0.1 -0.1 -0.2
H -0.4079 -1.4668 2.4221 -0.2 0.2 -0.4
C -2.3859 3.1220 0.7684 0.0 0.2 -0.1
C -3.1144 2.3808 1.8703 0.3 -0.3 -0.2
O -3.2387 1.0076 1.5311 0.1 -0.1 0.0
H -2.9239 3.0265 -0.1804 0.0 0.0 0.2
H -2.2857 4.1834 1.0125 0.1 0.0 -0.1
H -1.3876 2.7004 0.6122 0.0 0.1 0.1
H -4.1192 2.7909 2.0081 0.1 -0.2 0.0
H -2.5758 2.4608 2.8196 0.0 0.2 0.1
H -2.3408 0.6509 1.4193 -0.3 -0.1 0.1
C -3.1273 -3.4344 -3.4523 -0.2 0.1 0.0
C -1.7810 -3.1337 -2.8267 -0.1 -0.2 -0.2
O -1.2684 -4.2982 -2.1962 0.2 -0.4 -0.1
H -3.8356 -3.7815 -2.6930 0.1 0.1 -0.1
H -3.5384 -2.5453 -3.9389 0.0 -0.1 0.0
H -3.0395 -4.2340 -4.1951 0.0 0.1 0.0
H -1.8771 -2.3497 -2.0698 0.1 -0.2 0.0
H -1.0635 -2.7984 -3.5818 -0.1 0.2 0.0
H -1.1789 -4.9856 -2.8784 -0.1 0.4 0.4
C -1.2717 -5.4713 4.8036 -0.1 0.0 0.2
C -1.0095 -4.5613 3.6214 0.0 -0.4 0.1
O 0.3877 -4.3645 3.4614 0.4 -0.1 0.0
H -0.8553 -5.0408 5.7202 -0.1 0.0 -0.1
H -2.3448 -5.6295 4.9433 0.1 -0.1 0.0
H -0.7878 -6.4428 4.6596 -0.1 0.0 -0.1
H -1.4761 -3.5845 3.7791 0.2 -0.1 -0.1
H -1.4116 -4.9910 2.6987 -0.2 0.1 0.0
H 0.7915 -5.2369 3.3135 -0.2 0.5 0.1
```
Forces are in eV/Å.

For the HOMO-LUMO gap, the calculation gives 0.3019 Ha. As for the structure (SMILES): CB(O)PS.CCO.CCO.CCO.CCO.CCO. The charge is 0. The total energy comes out at -1656.4622 a.u. The maximum force comes out at 3.16 eV/A.

Electronic structure analysis, natural (NBO) charges in units of e:
1. C -1.0391
2. B 0.7709
3. O -0.9292
4. P 0.0743
5. S -0.3087
6. H 0.2428
7. H 0.2428
8. H 0.2592
9. H 0.5088
10. H 0.0197
11. H 0.1590
12. C -0.6351
13. C -0.0585
14. O -0.7277
15. H 0.2126
16. H 0.2097
17. H 0.2048
18. H 0.1769
19. H 0.1527
20. H 0.4653
21. C -0.6520
22. C -0.0643
23. O -0.7501
24. H 0.2096
25. H 0.2182
26. H 0.2212
27. H 0.1637
28. H 0.1800
29. H 0.4700
30. C -0.6318
31. C -0.0593
32. O -0.7298
33. H 0.2095
34. H 0.2012
35. H 0.2010
36. H 0.1707
37. H 0.1524
38. H 0.4830
39. C -0.6320
40. C -0.0626
41. O -0.7208
42. H 0.2148
43. H 0.2117
44. H 0.1944
45. H 0.1808
46. H 0.1542
47. H 0.4600
48. C -0.6319
49. C -0.0657
50. O -0.7266
51. H 0.2124
52. H 0.2133
53. H 0.1961
54. H 0.1795
55. H 0.1635
56. H 0.4641

---

No. 2
Entry from the OMol25 dataset: a cluster of 2 separate species, C4H13NOS in total (ωB97M-V/def2-TZVPD).

Geometry as XYZ:
```
20
Properties=species:S:1:pos:R:3:forces:R:3
N 1.7044 0.1877 1.5889 1.6 1.3 0.9
C 2.0171 -0.4476 0.3102 -0.8 -1.6 -0.4
C 0.9255 -1.5028 -0.0660 -0.6 1.7 0.9
C -0.5066 -0.8799 0.2574 0.5 -3.2 -1.2
C -1.0322 0.1128 -0.7700 -0.9 0.4 1.0
S -1.9747 -0.4369 -2.2380 0.5 -1.3 -0.2
H 2.4013 0.9131 1.8192 -0.2 0.1 -1.0
H 1.9147 -0.3039 2.4577 -0.6 -1.3 -0.5
H 1.9462 0.2791 -0.4958 0.4 0.5 0.3
H 2.9678 -0.9938 0.2148 0.1 0.5 0.3
H 1.0050 -1.6541 -1.1412 0.0 -0.5 0.0
H 1.1227 -2.4227 0.5134 -0.4 0.3 -0.4
H -0.4974 -0.6136 1.3052 -0.2 0.8 -0.1
H -1.1918 -1.7444 0.1957 0.1 0.2 0.2
H -0.2158 0.7301 -1.1114 -0.1 0.6 -0.2
H -1.8795 0.6519 -0.3380 1.0 0.7 0.6
H -2.3343 -1.6368 -1.7148 0.0 0.4 -0.3
O 0.6671 2.6824 2.5531 0.4 0.5 -0.5
H 1.0464 2.0737 1.8985 -0.5 -0.2 0.3
H 0.8676 3.5513 2.1790 -0.2 -0.1 0.3
```
Forces are in eV/Å.

For the HOMO-LUMO gap, the calculation gives 0.3525 Ha. As for the structure (SMILES): NCCCCS.O. The charge is 0. The total energy comes out at -688.3421 a.u. As for the energy above the lowest of the compared OMol25 structures with the same formula, charge and spin: 122.3 kJ/mol. The maximum force comes out at 3.40 eV/A.

Electronic structure analysis, natural (NBO) charges in units of e:
1. N -0.8694
2. C -0.2256
3. C -0.3955
4. C -0.4166
5. C -0.5192
6. S -0.0599
7. H 0.3568
8. H 0.3727
9. H 0.1849
10. H 0.1781
11. H 0.2091
12. H 0.2011
13. H 0.2397
14. H 0.1963
15. H 0.2113
16. H 0.2298
17. H 0.1191
18. O -0.9498
19. H 0.4777
20. H 0.4595

---

No. 3
Entry from the OMol25 dataset: the molecule C3H6F2 (ωB97M-V/def2-TZVPD).

Geometry as XYZ:
```
11
Properties=species:S:1:pos:R:3:forces:R:3
C -0.9564 -0.7807 -0.0075 -3.4 -1.1 4.0
C 0.2307 -0.0888 -0.5607 3.0 -1.0 1.0
F -0.0631 0.4711 -1.7833 0.0 -0.2 -0.3
C 0.7329 0.9846 0.3765 1.6 -1.2 -0.7
F 1.7053 0.0140 1.1024 -1.5 3.2 0.3
H -0.8061 -1.5952 0.8920 0.3 2.1 -2.5
H -1.4763 -1.2916 -0.7992 -0.2 -0.3 -0.3
H -1.8690 -0.0719 0.5743 2.9 -1.5 -2.0
H 1.3105 -0.8045 -0.5173 -3.6 1.6 -1.3
H 1.3091 1.7537 -0.2494 -0.5 -1.1 1.5
H -0.1176 1.4094 0.9722 1.5 -0.5 0.2
```
Forces are in eV/Å.

For the HOMO-LUMO gap, the calculation gives 0.4494 Ha. As for the structure (SMILES): C[C@@H](F)CF. The charge is 0. The total energy comes out at -317.5426 a.u. As for the energy above the lowest of the compared OMol25 structures with the same formula, charge and spin: 265.1 kJ/mol. The maximum force comes out at 5.31 eV/A.

Electronic structure analysis, natural (NBO) charges in units of e:
1. C -0.6596
2. C 0.1336
3. F -0.3597
4. C 0.0076
5. F -0.4106
6. H 0.2458
7. H 0.2319
8. H 0.1988
9. H 0.2120
10. H 0.2028
11. H 0.1973

---

No. 4
Entry from the OMol25 dataset: a structure of composition IZn (ωB97M-V/def2-TZVPD).

Geometry as XYZ:
```
2
Properties=species:S:1:pos:R:3:forces:R:3
Zn 0.6190 0.6420 0.4252 7.4 7.6 5.1
I -0.6190 -0.6420 -0.4252 -7.4 -7.6 -5.1
```
Forces are in eV/Å.

For the HOMO-LUMO gap, the calculation gives 0.3016 Ha. The charge is +1. The total energy comes out at -2076.6436 a.u. As for the energy above the lowest of the compared OMol25 structures with the same formula, charge and spin: 170.2 kJ/mol. The maximum force comes out at 11.77 eV/A.

Electronic structure analysis, natural (NBO) charges in units of e:
1. Zn 1.3276
2. I -0.3276

---

No. 5
Entry from the OMol25 dataset: the molecule C5H7FS2 (ωB97M-V/def2-TZVPD).

Geometry as XYZ:
```
15
Properties=species:S:1:pos:R:3:forces:R:3
F -2.3258 2.0240 -1.4665 -0.4 -0.2 0.9
C -1.6838 0.8161 -1.7073 3.1 2.7 -1.3
C -0.6436 0.4277 -0.6344 2.0 -0.7 2.4
C -0.2545 0.9030 0.6156 -1.2 -1.4 -2.8
S 0.8519 0.4708 1.9337 0.3 -1.4 -0.9
C 1.7453 -1.2258 1.4119 1.7 2.9 1.4
C 0.8348 -1.8517 0.3491 0.3 -2.7 1.2
S 0.3494 -0.9569 -1.1880 0.2 -0.8 0.3
H -1.0704 1.1633 -2.6909 -1.2 -1.8 1.9
H -2.4101 0.0574 -1.8898 -0.4 -0.6 -0.1
H -0.8313 1.7144 0.9116 -0.9 1.6 1.0
H 1.7473 -1.9990 2.2874 0.1 1.9 -1.3
H 2.9413 -0.6684 1.3148 -3.7 -2.5 -0.5
H 1.3873 -2.8600 0.0832 -1.2 2.0 -0.3
H -0.0407 -2.2605 1.0408 1.2 1.1 -1.9
```
Forces are in eV/Å.

For the HOMO-LUMO gap, the calculation gives 0.3166 Ha. As for the structure (SMILES): FCC1=CSCCS1. The charge is 0. The total energy comes out at -1090.8381 a.u. As for the energy above the lowest of the compared OMol25 structures with the same formula, charge and spin: 264.9 kJ/mol. The maximum force comes out at 4.47 eV/A.

Electronic structure analysis, natural (NBO) charges in units of e:
1. F -0.3644
2. C 0.0405
3. C -0.2432
4. C -0.3681
5. S 0.2093
6. C -0.4862
7. C -0.6014
8. S 0.2340
9. H 0.1835
10. H 0.1928
11. H 0.2253
12. H 0.2345
13. H 0.2531
14. H 0.2511
15. H 0.2393

---

No. 6
Entry from the OMol25 dataset: a structure of composition C6H76NO32 (ωB97M-V/def2-TZVPD).

Geometry as XYZ:
```
115
Properties=species:S:1:pos:R:3:forces:R:3
C -0.3476 -4.4066 -2.4395 -1.5 2.9 -2.7
O 0.9064 -3.7326 -2.0505 -2.0 -2.6 -2.8
C 0.8174 -2.9416 -0.9345 -2.2 -0.1 1.1
C 0.3724 -1.4916 -1.4245 2.0 -1.6 -1.5
N 0.3344 -0.5646 -0.3585 -6.5 3.2 -1.9
H -0.1556 -0.9256 0.4915 0.4 -0.3 -1.0
H 1.2314 -0.5706 -0.2225 5.1 1.1 1.5
C -0.1916 0.8584 -0.5185 0.6 -1.0 -3.2
C -0.0506 1.7044 0.7135 2.4 0.6 0.3
O -0.9506 2.7194 0.6175 -3.5 1.2 -1.2
C -0.9786 3.8374 1.4505 5.6 -1.7 3.2
H -1.2626 -3.6906 -2.6825 2.0 -0.8 1.1
H -0.7246 -5.1616 -1.8205 0.0 -0.9 1.8
H -0.3216 -4.8966 -3.4245 1.2 0.2 0.3
H 1.7454 -3.2796 -0.4415 -0.1 1.8 0.5
H -0.0436 -3.3186 -0.2885 1.2 0.5 -0.9
H -0.4596 -1.6266 -2.0675 -1.4 -0.1 0.0
H 1.1304 -1.0616 -2.1115 -0.4 -0.8 0.4
H -1.2556 0.7344 -0.8735 1.1 0.6 0.4
H 0.5224 1.2274 -1.2965 -1.5 0.3 0.1
H 0.9764 2.2844 0.7635 -1.7 -2.1 0.1
H -0.2596 0.9974 1.5355 0.4 0.7 0.6
H -1.7316 4.5504 1.3845 -1.6 0.8 -1.2
H 0.1114 4.3404 1.3865 -2.2 -0.6 0.0
H -0.9826 3.4874 2.5455 -0.1 0.4 -1.2
O -2.4146 -1.7426 -4.2745 1.8 -0.4 0.1
H -2.9016 -1.2566 -4.9165 -1.1 0.6 -0.6
H -1.4956 -1.6116 -4.6135 -0.8 -0.4 0.7
O -1.2546 1.1714 -3.9725 2.8 1.3 -0.3
H -0.9436 0.5864 -4.6595 -0.7 -1.0 -0.3
H -0.3596 1.6604 -3.9275 -2.2 -0.3 1.0
O -1.7976 -0.0946 3.2845 -0.7 3.2 -2.9
H -2.2956 -0.7796 3.5805 -3.6 -3.1 0.9
H -1.0626 -0.2906 3.7625 4.4 -0.1 2.0
O 2.2844 0.4494 -2.8275 2.7 -1.5 -0.1
H 2.6054 -0.1956 -3.5535 0.1 1.7 2.3
H 3.0314 0.7794 -2.2065 -1.3 -1.5 -1.9
O 0.7184 -7.7716 -0.1435 -1.7 3.5 -2.6
H 0.0024 -7.3466 -0.8155 2.6 -1.9 2.3
H 0.3894 -8.5836 0.1775 -0.9 -1.5 0.3
O -1.3906 3.9814 -1.8935 0.2 0.1 -0.6
H -1.3126 4.8744 -1.5615 -0.2 1.4 -1.0
H -1.4076 3.6434 -1.0155 -0.1 -1.9 1.0
O -1.0536 -1.7946 0.9475 0.4 -3.9 1.7
H -1.3566 -1.1476 1.5575 -1.2 0.9 1.6
H -0.3446 -2.4396 1.3875 -2.1 1.3 -0.6
O 1.9364 6.7834 1.6925 2.8 4.7 -0.2
H 2.4224 7.3174 2.4105 -1.3 -1.5 -1.7
H 1.4664 6.1264 2.0925 -2.3 -2.5 2.6
O 1.3394 2.5964 -3.1285 0.8 0.8 -1.7
H 1.3584 2.6834 -4.0985 -1.0 1.0 0.1
H 2.1924 2.1304 -3.1775 -0.5 0.1 1.0
O -3.2266 4.6484 3.9425 4.8 1.8 -1.7
H -2.4326 4.8294 4.5585 -1.5 -0.6 -0.9
H -3.9006 4.3604 4.4555 -3.3 -1.3 2.7
O 1.1054 4.7454 3.8065 2.7 4.1 3.0
H 1.2384 3.8534 3.6005 0.4 -3.3 -1.0
H 1.9174 4.9684 4.4635 -2.9 -0.8 -2.3
O 3.0934 4.8384 0.6005 5.7 -4.7 -2.0
H 3.0774 5.0484 -0.3125 -0.1 0.4 -1.3
H 2.4064 5.2194 0.9655 -5.0 3.4 2.7
O -2.6056 -6.8156 -4.7265 6.0 1.5 1.2
H -3.0766 -6.7446 -5.4835 -3.5 0.0 -3.5
H -1.7346 -6.4086 -5.2035 -2.4 -1.5 2.4
O 2.9024 -2.8486 1.9045 -4.1 10.5 6.6
H 3.5534 -3.2956 1.3255 -0.9 3.6 2.2
H 2.0254 -3.1536 2.0455 -0.8 -1.4 -0.7
O 3.7024 -4.2626 1.0625 5.6 -14.5 -7.3
H 4.0094 -4.0846 0.1325 -0.1 -1.7 0.4
H 3.7394 -5.2826 1.3025 0.4 3.0 -0.9
O 3.3464 2.1094 1.4955 6.1 -3.0 -3.4
H 3.0644 2.9004 1.1385 -0.4 3.4 -3.0
H 3.7524 1.5134 0.8525 0.0 0.5 0.4
O -3.4456 0.5914 0.8345 0.5 -1.2 -2.7
H -3.6176 0.9524 -0.0935 0.4 -0.5 1.9
H -3.3096 1.3484 1.4665 -0.7 -0.9 -2.9
O -3.7316 2.2414 2.3485 2.4 3.8 4.1
H -2.9276 1.7164 2.7075 -1.7 1.4 0.4
H -3.4846 3.2304 2.6555 -0.7 -2.8 -0.8
O 1.7144 2.2124 2.7375 -2.1 3.4 3.1
H 2.7154 2.3984 2.3725 -3.6 -2.7 3.8
H 1.3014 1.3954 2.9915 0.8 -0.7 0.0
O 3.0854 -5.4896 -2.4265 -0.6 -1.7 4.4
H 2.2374 -5.2436 -1.9675 1.0 -0.6 -0.2
H 2.9254 -4.9986 -3.1555 -0.2 2.4 -4.2
O 0.3234 -3.9296 1.8715 4.3 4.5 0.1
H -0.0406 -3.8516 2.7005 -1.2 0.2 3.3
H -0.1966 -4.5576 1.4355 -1.6 -1.9 -1.4
O -0.7646 -5.6986 1.0735 -0.1 -3.0 -1.8
H -1.2796 -6.1776 1.6985 -1.3 -0.3 0.9
H -0.0356 -6.3566 0.9365 -0.2 0.5 -0.4
O 0.3964 -7.3596 -3.4235 -0.7 -1.0 0.7
H 0.9444 -8.1156 -3.6875 0.1 0.4 0.0
H -0.3296 -7.8146 -2.9335 0.5 0.6 -0.8
O -0.9066 4.7434 5.7085 0.5 -2.7 0.2
H -0.3396 5.0254 4.9125 -0.4 -1.5 1.6
H -0.7356 3.7184 6.0255 -0.2 4.2 -1.8
O -3.7486 1.0814 -2.3125 1.4 0.8 -0.5
H -3.9546 0.1214 -2.3365 1.1 1.0 -0.5
H -2.8816 1.4084 -2.7915 -2.4 -1.9 1.1
O 0.4164 -1.3126 -5.0275 4.7 0.7 -0.3
H 1.4624 -1.3776 -4.8605 -3.5 -0.8 0.2
H 0.6014 -0.6736 -5.7405 -1.2 -0.1 -0.3
O 1.2054 -0.5876 3.4585 0.2 -0.6 1.3
H 1.6224 -1.2416 2.8955 -0.1 -0.2 0.0
H 1.6654 -0.8346 4.2875 -0.5 0.6 -0.2
O 2.1374 -0.6576 0.8835 1.1 2.4 0.2
H 2.9924 -0.5116 0.5395 1.7 0.0 -0.3
H 2.2604 -1.2466 1.5885 1.4 -2.2 1.1
O -3.5926 6.7934 1.3425 -0.1 0.7 0.9
H -3.7726 7.4004 2.0885 0.6 -0.6 -0.2
H -4.3466 7.0054 0.8015 -0.5 -0.2 -0.8
O -1.8116 6.4984 -0.9195 -5.2 -2.5 -3.2
H -2.3646 6.3974 -0.1515 -1.4 -0.3 0.4
H -1.1326 6.8154 -0.4975 6.7 3.2 3.0
```
Forces are in eV/Å.

For the HOMO-LUMO gap, the calculation gives 0.2783 Ha. The charge is +1. The total energy comes out at -2735.6903 a.u. As for the energy above the lowest of the compared OMol25 structures with the same formula, charge and spin: 943.2 kJ/mol. The maximum force comes out at 17.16 eV/A.

Atom charges from the Löwdin analysis, given in e for atoms 1 to 99:
1. C -0.0451
2. O -0.2164
3. C -0.1817
4. C -0.0789
5. N -0.0246
6. H 0.0149
7. H -0.0340
8. C -0.0251
9. C -0.2220
10. O -0.2023
11. C -0.0699
12. H 0.1308
13. H 0.0453
14. H 0.0728
15. H 0.1224
16. H 0.1132
17. H 0.1165
18. H 0.1021
19. H 0.1494
20. H 0.1129
21. H 0.1487
22. H 0.1131
23. H 0.0550
24. H 0.1201
25. H 0.1022
26. O -0.0554
27. H 0.0226
28. H -0.0003
29. O -0.0640
30. H -0.0105
31. H 0.0561
32. O 0.0517
33. H 0.0243
34. H -0.0185
35. O -0.1204
36. H 0.1067
37. H 0.1242
38. O -0.0728
39. H 0.1158
40. H 0.0245
41. O -0.0413
42. H -0.0234
43. H -0.0257
44. O -0.0086
45. H 0.0174
46. H 0.0950
47. O -0.0386
48. H 0.1230
49. H -0.0660
50. O -0.0854
51. H 0.0573
52. H 0.0030
53. O -0.0461
54. H 0.0562
55. H -0.0146
56. O -0.0966
57. H -0.0466
58. H 0.1644
59. O 0.0389
60. H 0.0576
61. H -0.0993
62. O -0.0735
63. H -0.0484
64. H 0.1222
65. O -0.0944
66. H -0.2448
67. H -0.0107
68. O 0.0825
69. H 0.1467
70. H 0.2214
71. O 0.0843
72. H 0.0155
73. H 0.1221
74. O -0.1315
75. H 0.0407
76. H -0.1158
77. O -0.0838
78. H 0.0797
79. H 0.1058
80. O -0.1791
81. H -0.0675
82. H -0.0071
83. O -0.0311
84. H 0.0359
85. H -0.0377
86. O -0.0127
87. H 0.0447
88. H -0.1229
89. O 0.0319
90. H 0.0859
91. H 0.0727
92. O -0.0708
93. H 0.0589
94. H 0.0508
95. O -0.1689
96. H 0.0281
97. H 0.1467
98. O -0.1202
99. H 0.0454

---

Q: The lowest maximum force belongs to which entry?
A: C11H36BO6PS